Below is a molecular structure, C2Br3N3O2S at a distorted geometry, with properties calculated with the ωB97M-V functional and the def2-TZVPD basis.

As for the calculated total energy: -231596.8964 eV. The calculation puts the orbital gap (alpha / beta) at 7.04 / 7.04 eV. The value obtained for the LUMO energy (alpha / beta) is -2.30 / -2.30 eV.

```
! RIJCOSX wB97M-V def2-TZVPD def2/J DEFGRID3
* xyz 0 1
C -2.128 1.087 -1.301
C 2.006 0.898 0.005
N -1.071 0.713 -0.867
N -0.303 -1.983 1.537
N 0.279 -1.179 1.052
O 2.883 -1.208 1.476
O -3.160 1.556 -1.470
S 2.233 -0.908 0.213
Br 2.070 1.751 1.652
Br 0.844 1.359 -1.290
Br 3.875 -0.912 -1.420
*
```

***

Below is 2 unconnected molecules or ions with the total composition C4H7NO2, with properties calculated with the ωB97M-V functional and the def2-TZVPD basis.

As for the calculated total energy: -9844.7543 eV. Its SMILES is C=NC=O.C=CO. The calculation puts the orbital gap at 9.49 eV. The value obtained for the LUMO energy is 0.54 eV.

```
! RIJCOSX wB97M-V def2-TZVPD def2/J DEFGRID3
* xyz 0 1
C -0.415 0.797 1.460
N 0.270 -0.198 1.837
C -0.086 -1.501 1.534
O 0.017 -1.992 0.429
H -1.376 0.709 0.945
H -0.028 1.800 1.641
H -0.376 -2.099 2.414
C -0.515 0.197 -1.830
C 0.590 0.834 -1.440
O 1.677 0.273 -0.862
H -1.339 0.746 -2.271
H -0.613 -0.879 -1.721
H 0.711 1.910 -1.542
H 1.454 -0.646 -0.635
*
```